# 1
ORCA calculation (the ωB97M-V functional and the def2-TZVPD basis) on an isolated ion of composition C24H44ClN5O8P and charge +1 at a distorted geometry.

Properties
Calculated total energy, eV: -71234.02773
Total charge: +1
2S+1: 1
Frontier orbital gap, eV: 7.5
SMILES: CCCNN(CC(=O)OC(C)=O)C1=[N+](C[C@@H]2CO2)[C@H](CCCCCCOC(C)=O)O[C@](CCCCl)(P(N)O)N1
Molecular weight, g/mol: 597.07

```
83
Properties=species:S:1:pos:R:3:lowdin_charge:R:1
C 2.53490 -0.57051 4.55668 -0.0842
C 1.22537 0.18937 4.31592 -0.2187
C 1.40860 1.68707 4.12088 -0.1836
N 1.68672 2.06071 2.73052 0.0534
N 0.51103 2.32549 2.01028 0.0354
C -0.26817 3.54283 2.30186 0.0216
C -0.40794 4.49626 1.13856 -0.4047
O -1.27768 5.34559 1.15041 0.1722
O 0.51160 4.37748 0.12623 0.0808
C 0.00513 4.61092 -1.17884 -0.4102
C 0.71819 5.63028 -2.00246 0.0491
O -0.94717 3.97225 -1.59474 0.1166
C 0.12408 1.49818 1.10841 -0.2405
N -1.06317 1.78990 0.46201 0.1302
C -1.93571 0.59905 0.50749 -0.5567
C -3.11577 0.97289 1.42172 -0.1423
C -4.17440 -0.12351 1.61319 -0.2316
C -5.50828 0.27025 0.96235 -0.5911
Cl -6.72889 0.71523 2.18864 0.5704
P -2.49978 0.34248 -1.30082 0.9085
N -3.55597 1.66482 -1.50708 -0.1212
O -3.47221 -0.96024 -1.31237 -0.2539
O -1.34257 -0.52109 1.11417 -0.0389
C 0.00706 -0.82817 0.76776 -0.2581
C 0.06733 -1.78392 -0.42629 -0.1164
C 1.13447 -2.88778 -0.31099 -0.1414
C 2.27379 -2.80396 -1.35353 -0.1835
C 2.32452 -3.98953 -2.33803 -0.1626
C 2.59604 -3.46773 -3.75755 -0.1560
C 1.34671 -2.87133 -4.36704 -0.1700
O 0.26306 -3.80452 -4.34672 0.0059
C -0.84489 -3.37905 -3.70556 -0.5275
C -1.52789 -4.45298 -2.90690 0.0317
O -1.29124 -2.25495 -3.78710 0.0873
N 0.86014 0.37658 0.74032 0.0496
C 1.56355 0.75743 -0.48685 -0.0734
C 3.00351 0.28435 -0.50575 -0.3473
C 3.51536 -0.25386 0.79227 0.0324
O 3.85852 1.09794 0.14087 -0.0509
H 2.62725 -0.87230 5.58823 0.0743
H 2.53512 -1.47555 3.96333 0.0664
H 3.39836 0.01124 4.26593 0.0676
H 0.65109 -0.23279 3.49907 0.0838
H 0.61652 0.06729 5.20362 0.1084
H 2.27537 1.99079 4.69312 0.1273
H 0.55318 2.20596 4.55203 0.1152
H 2.30967 2.85391 2.67853 0.1478
H 0.26600 4.07294 3.07859 0.1475
H -1.22869 3.27803 2.70700 0.1429
H 1.02693 5.13197 -2.90931 0.1009
H -0.03174 6.35126 -2.29075 0.1078
H 1.55115 6.09986 -1.50670 0.0924
H -0.87032 2.00500 -0.52191 0.0878
H -3.51263 1.91931 1.08627 0.1077
H -2.66657 1.15236 2.39979 0.1132
H -3.85833 -1.09101 1.25781 0.0930
H -4.39460 -0.19115 2.66614 0.0852
H -5.91748 -0.51824 0.34896 0.0670
H -5.40267 1.14082 0.33710 0.0379
H -4.48336 1.35455 -1.77989 0.0547
H -3.17377 2.19491 -2.27669 0.0286
H -3.17310 -1.63178 -0.69383 0.0456
H 0.34465 -1.41861 1.60989 0.1394
H 0.07917 -1.30859 -1.40041 0.0857
H -0.87900 -2.30651 -0.37714 0.1082
H 0.63596 -3.83491 -0.47233 0.0998
H 1.52609 -2.94244 0.69725 0.1078
H 2.12360 -1.89999 -1.93117 0.0720
H 3.20655 -2.70868 -0.81667 0.1039
H 1.40449 -4.55074 -2.29732 0.0871
H 3.17075 -4.60287 -2.06516 0.1125
H 3.07042 -4.21048 -4.38329 0.1165
H 3.29100 -2.64361 -3.63016 0.1149
H 1.08020 -1.95552 -3.85558 0.1079
H 1.54657 -2.57718 -5.38962 0.1300
H -2.19908 -3.98357 -2.20586 0.0762
H -0.83390 -5.13763 -2.44415 0.0768
H -2.13889 -5.01290 -3.60600 0.0985
H 1.72062 1.83289 -0.47746 0.1345
H 1.10097 0.50853 -1.43845 0.1273
H 3.35243 -0.21299 -1.38167 0.1293
H 4.49871 -0.68126 0.70704 0.1111
H 3.22337 0.17546 1.72996 0.0773
```



# 2
ORCA calculation (the ωB97M-V functional and the def2-TZVPD basis) on C16H37BrGaIN3O8 as an isolated structure at a distorted geometry.

Properties
Calculated total energy, eV: -168553.42898
Total charge: -1
2S+1: 1
Energy above the lowest of the compared OMol25 structures with the same formula, charge and spin, kJ/mol: 89.1
Frontier orbital gap, eV: 7.0
Molecular weight, g/mol: 676.02

```
67
Properties=species:S:1:pos:R:3:lowdin_charge:R:1
C -4.78396 -1.82272 -3.11883 -0.0613
C -4.14920 -0.39724 -3.16451 -0.2874
O -2.84583 -0.43473 -2.62024 -0.1803
C -2.37122 0.89466 -2.37290 -0.2856
C -1.41874 0.93091 -1.12922 -0.1816
Ga 0.56189 1.41737 -1.59381 0.3661
C 1.37592 2.13908 0.16342 -0.2423
C 0.53702 1.74620 1.43838 -0.2643
C -0.51252 2.85196 1.79103 -0.2543
O -1.44327 2.36300 2.79410 -0.1030
C 0.53408 2.79610 -3.12384 -0.2943
C 1.59779 3.93066 -3.06491 -0.7816
C 1.17049 5.16375 -2.20741 -0.1679
Br 3.39710 3.37571 -2.46176 0.6002
C 1.40908 -0.38003 -2.22266 -0.7515
I 2.89503 -0.18245 -3.79878 0.6911
C 1.95409 -1.26755 -1.05683 -0.3960
C 3.26513 -0.69635 -0.42548 -0.1537
H -5.18046 -2.11345 -4.10917 0.0656
H -4.05591 -2.58965 -2.81620 0.0516
H -5.62422 -1.82089 -2.40605 0.0677
H -4.12087 -0.03369 -4.21115 0.1137
H -4.81383 0.28827 -2.60264 0.1076
H -1.80526 1.26382 -3.24826 0.0934
H -3.22139 1.57630 -2.15591 0.1064
H -1.36403 -0.10982 -0.73003 0.0461
H -1.82346 1.54520 -0.30739 0.0302
H 2.44736 1.92773 0.29455 0.0198
H 1.29171 3.24998 0.09966 0.0241
H 0.08831 0.74378 1.36308 0.0899
H 1.26189 1.73528 2.28331 0.0877
H -1.05026 3.21305 0.89735 0.1028
H 0.03083 3.72302 2.20976 0.1155
H -1.41998 3.02549 3.47804 0.0590
H 0.55721 2.25135 -4.08502 0.0342
H -0.45322 3.30917 -3.08190 0.0456
H 1.72925 4.30329 -4.09845 0.0687
H 1.58967 5.04531 -1.19815 0.0376
H 1.67859 6.04610 -2.64595 0.0645
H 0.08856 5.35706 -2.22918 0.0705
H 0.56722 -0.95020 -2.67273 -0.0074
H 2.18829 -2.26165 -1.50097 0.0736
H 1.13809 -1.44378 -0.33285 0.0924
H 3.17670 -0.68367 0.67154 0.0653
H 4.09954 -1.35718 -0.72387 0.0610
H 3.48058 0.29979 -0.84118 0.0251
C 0.40078 0.65912 4.99572 0.0393
N 1.03573 -0.62691 4.61070 -0.4397
O 0.58950 -1.21295 3.65616 0.0863
O 1.96875 -1.00600 5.29006 0.0361
H -0.40706 0.87118 4.30194 0.0737
H 0.02842 0.54409 6.01109 0.0985
H 1.16269 1.43201 4.94008 0.1015
C -0.94091 -3.31359 -2.24222 0.0357
N -1.94896 -4.35463 -1.91529 -0.4577
O -2.73407 -4.12144 -1.02505 0.0623
O -1.91771 -5.37593 -2.56767 0.0487
H -1.08892 -2.46203 -1.58627 0.0789
H 0.04225 -3.75272 -2.09131 0.0991
H -1.08920 -3.02903 -3.28040 0.1062
C 1.66181 -4.03492 5.74445 0.0299
N 2.18273 -5.32818 6.25725 -0.4617
O 1.56945 -5.86902 7.15189 0.0546
O 3.19060 -5.75607 5.74484 0.0628
H 0.76261 -3.78075 6.29504 0.0945
H 2.43219 -3.28647 5.89556 0.0817
H 1.44560 -4.16415 4.68746 0.1045
```



# 3
ORCA calculation (the ωB97M-V functional and the def2-TZVPD basis) on C24H42F6O30PS6 as an isolated structure at a distorted geometry.

Properties
Calculated total energy, eV: -177604.70790
Total charge: -1
2S+1: 1
Energy above the lowest of the compared OMol25 structures with the same formula, charge and spin, kJ/mol: 0.0
Frontier orbital gap, eV: 9.6
Molecular weight, g/mol: 1147.93

```
109
Properties=species:S:1:pos:R:3:lowdin_charge:R:1
P 5.10509 -8.29923 2.82656 0.1452
F 4.24138 -8.66402 1.51166 -0.1473
F 6.11357 -9.51878 2.48603 -0.1523
F 5.96052 -7.27841 1.96827 -0.1213
F 5.95843 -7.98984 4.14953 -0.1402
F 3.99182 -7.19419 3.22624 -0.1562
F 4.20408 -9.35685 3.70119 -0.1783
O 12.28939 -7.96434 3.59153 0.1228
C 11.18190 -8.38290 3.46766 -0.4923
O 10.11029 -7.56017 3.48867 0.0271
C 8.87932 -8.28609 3.39927 -0.1589
C 9.29154 -9.66852 2.86002 -0.1499
C 10.72109 -9.81894 3.38093 -0.0653
H 8.24945 -7.85049 2.63125 0.0870
H 8.35295 -8.40337 4.34481 0.1123
H 9.35402 -9.57265 1.77371 0.1017
H 8.64698 -10.50752 3.09527 0.0957
H 11.36127 -10.42304 2.74657 0.1254
H 10.70983 -10.27257 4.37630 0.1261
O 2.16883 -15.45898 2.25131 0.1218
C 2.53450 -14.32637 2.27337 -0.5117
O 1.79111 -13.33627 2.78215 0.0321
C 2.44791 -12.07867 2.63708 -0.1719
C 3.60349 -12.31514 1.62025 -0.1204
C 3.90438 -13.79037 1.89419 -0.0635
H 2.89487 -11.75297 3.58805 0.0938
H 1.76413 -11.25772 2.44396 0.1156
H 4.46861 -11.67133 1.76717 0.0944
H 3.14830 -12.07345 0.65541 0.1175
H 4.45074 -13.99816 2.81625 0.1020
H 4.21621 -14.33776 1.01002 0.1254
O 1.77714 -4.37030 0.29604 0.1208
C 2.82155 -4.64415 -0.21119 -0.4806
O 3.30403 -3.95699 -1.27428 0.0255
C 4.60330 -4.43037 -1.66311 -0.1403
C 5.06625 -5.33274 -0.51411 -0.1497
C 3.74807 -5.80122 0.11885 -0.0636
H 5.28185 -3.59161 -1.80570 0.1215
H 4.54422 -4.98776 -2.59991 0.1241
H 5.60544 -4.76042 0.23853 0.0940
H 5.69318 -6.14026 -0.87821 0.1041
H 3.94005 -5.97250 1.17032 0.0778
H 3.40778 -6.72880 -0.34266 0.1335
C 4.92729 -4.04168 3.51047 -0.1638
C 4.75737 -4.46423 4.96264 -0.1475
O 5.96422 -4.05004 5.61172 -0.1816
S 6.64158 -2.80707 4.87718 0.5919
O 8.02653 -3.02257 4.76227 -0.2121
O 6.10111 -1.62513 5.41934 -0.2099
O 5.96937 -3.07418 3.42787 -0.1971
H 3.97803 -3.55376 3.26418 0.1371
H 5.06291 -4.87845 2.82920 0.0997
H 4.61847 -5.54271 5.01877 0.1164
H 3.89884 -4.02681 5.47361 0.1311
C -1.02410 -7.88089 3.95668 -0.1286
C -0.63605 -6.86072 5.02734 -0.1509
O -1.47631 -7.21299 6.14088 -0.1925
S -2.90885 -7.58523 5.56445 0.5770
O -3.54807 -6.40026 5.10886 -0.2302
O -3.61610 -8.43382 6.44025 -0.2025
O -2.34873 -8.36490 4.29017 -0.1890
H -0.37852 -8.75520 3.92841 0.1167
H -1.08111 -7.41548 2.97564 0.1330
H -0.65605 -5.80495 4.77650 0.1298
H 0.36336 -7.10712 5.37396 0.1272
C 9.54003 -4.14948 0.61888 -0.1301
C 8.31030 -4.70389 1.32250 -0.1435
O 7.88200 -5.81286 0.53101 -0.2292
S 9.05310 -6.42412 -0.34183 0.5665
O 8.68579 -6.38106 -1.70810 -0.2208
O 9.47193 -7.65036 0.20909 -0.1949
O 10.12331 -5.29631 -0.01933 -0.1717
H 10.27326 -3.69705 1.27765 0.1382
H 9.25785 -3.39456 -0.12110 0.1323
H 7.50191 -3.98296 1.40736 0.1198
H 8.57191 -5.10549 2.30552 0.1380
C 1.96000 -12.34763 6.53078 -0.1390
C 1.67273 -10.92666 7.01270 -0.1380
O 0.39480 -10.54285 6.48410 -0.1913
S -0.30962 -11.70434 5.63700 0.5772
O -0.09050 -11.53672 4.25211 -0.2096
O -1.60472 -11.98939 6.10421 -0.1935
O 0.67561 -12.84200 6.12835 -0.1830
H 2.32258 -13.06142 7.26398 0.1370
H 2.64139 -12.38369 5.67666 0.0936
H 2.34549 -10.19723 6.55208 0.1245
H 1.77722 -10.80201 8.09007 0.1298
C 6.38426 -9.94960 -0.66263 -0.1741
C 6.57985 -9.51915 -2.09824 -0.1704
O 6.75569 -10.76219 -2.77458 -0.1758
S 7.69522 -11.67803 -1.86455 0.5853
O 9.04749 -11.44704 -2.18119 -0.2134
O 7.18274 -12.99683 -1.85252 -0.2171
O 7.41566 -10.91941 -0.47814 -0.1784
H 5.38489 -10.36449 -0.51186 0.1283
H 6.50192 -9.13827 0.05159 0.1099
H 7.41880 -8.82370 -2.19956 0.1224
H 5.71558 -9.00043 -2.51079 0.1358
C 5.92542 -10.89495 6.34609 -0.1271
C 6.85103 -11.26523 5.17481 -0.1578
O 7.04663 -12.67430 5.21029 -0.1691
S 5.78980 -13.36482 5.87689 0.5837
O 6.21404 -14.46078 6.65091 -0.1956
O 4.74223 -13.49219 4.93734 -0.2120
O 5.44535 -12.15113 6.85210 -0.1926
H 5.09982 -10.29795 5.95868 0.1103
H 6.42899 -10.30813 7.11027 0.1312
H 7.83442 -10.80537 5.17804 0.1197
H 6.39606 -11.02088 4.21408 0.1070
```



# 4
ORCA calculation (the ωB97M-V functional and the def2-TZVPD basis) on C36H21F5N4O4PS2SeTi as an isolated structure at a distorted geometry.

Properties
Calculated total energy, eV: -184836.98127
Total charge: -1
2S+1: 1
Energy above the lowest of the compared OMol25 structures with the same formula, charge and spin, kJ/mol: 4.2
Frontier orbital gap (alpha / beta), eV: 5.0 / 5.0
Molecular weight, g/mol: 890.51

```
75
Properties=species:S:1:pos:R:3:lowdin_charge:R:1
Ti -0.56614 0.50591 -0.33056 0.9965
Se -2.10715 -4.43915 5.36244 1.0209
N -1.12593 -2.94588 5.26733 -0.2407
C -1.20731 -2.51393 4.04744 -0.3209
C -0.54786 -1.28828 3.56262 -0.1139
C 0.15500 -0.45014 4.35683 -0.0261
C 0.70300 0.74252 3.78274 -0.0710
C 0.50604 1.00195 2.47315 -0.1713
N -0.16537 0.15814 1.62003 -0.0309
C -0.70170 -0.99655 2.17294 -0.1606
C -1.43153 -1.76712 1.30552 -0.1587
N -1.46327 -1.30030 -0.01280 -0.0346
C -2.34036 -1.96055 -0.85475 -0.1265
C -3.07779 -3.02938 -0.49186 -0.0730
C -2.98990 -3.54484 0.84369 -0.0328
C -2.17989 -2.91077 1.71883 -0.1176
C -2.02737 -3.31848 3.13039 -0.3185
N -2.58274 -4.37320 3.63984 -0.2406
H 0.26154 -0.67150 5.41123 0.1040
H 1.23150 1.46377 4.39215 0.0939
H 0.82906 1.93261 2.03133 0.0893
H -2.39892 -1.57423 -1.86310 0.1095
H -3.73010 -3.48843 -1.22269 0.0927
H -3.56447 -4.40561 1.16101 0.1024
O 1.70647 0.57919 -0.29939 -0.3404
P 2.93675 0.81755 -1.11966 0.8367
C 2.63714 1.71198 -2.64724 -0.2554
C 1.63832 2.68603 -2.57622 -0.0579
C 1.35324 3.46599 -3.68595 -0.0527
C 2.06680 3.28815 -4.86366 -0.0732
C 3.07899 2.34072 -4.93036 -0.0780
C 3.36907 1.55463 -3.82246 -0.0866
C 4.10282 1.86235 -0.21942 -0.2650
C 5.32795 2.21163 -0.78500 -0.0716
C 6.20032 3.03460 -0.09211 -0.0819
C 5.84812 3.51475 1.16595 -0.0874
C 4.63155 3.16956 1.72924 -0.0667
C 3.75539 2.33918 1.03568 -0.0452
C 3.81818 -0.71330 -1.44972 -0.2487
C 4.53305 -1.25779 -0.37930 -0.0616
C 5.16735 -2.48118 -0.51326 -0.0722
C 5.09444 -3.17291 -1.71659 -0.0749
C 4.37545 -2.64680 -2.77823 -0.0660
C 3.73744 -1.42118 -2.64588 -0.0869
H 1.05799 2.81582 -1.66742 0.0917
H 0.55454 4.19438 -3.62977 0.1181
H 1.83092 3.88714 -5.73480 0.1037
H 3.63971 2.20458 -5.84697 0.1016
H 4.16718 0.82725 -3.88600 0.0953
H 5.60028 1.84040 -1.76754 0.1089
H 7.15144 3.30718 -0.53164 0.1006
H 6.52871 4.16218 1.70510 0.1004
H 4.35668 3.54385 2.70728 0.1061
H 2.80438 2.05433 1.46234 0.0843
H 4.58084 -0.72809 0.56500 0.1147
H 5.71214 -2.89927 0.32322 0.1035
H 5.58847 -4.13101 -1.82018 0.1025
H 4.28859 -3.19655 -3.70677 0.1077
H 3.14364 -1.04301 -3.46767 0.0928
O -2.51883 3.60538 -0.88762 -0.3664
S -2.00089 2.62705 0.02344 0.0746
O -2.39085 1.19594 -0.38322 -0.4633
O -0.46044 2.44426 -0.18089 -0.5120
S -2.39528 2.95076 1.89491 0.2648
F -1.23248 1.57079 -3.32354 0.0797
C -0.57547 0.39442 -3.41561 -0.2332
C -0.15353 -0.26684 -2.27709 -0.0840
C 0.49770 -1.46409 -2.52645 -0.2570
F 0.94460 -2.25141 -1.52498 0.0843
C 0.74724 -1.95367 -3.79926 -0.1663
F 1.39495 -3.11965 -3.98860 0.0950
C 0.33745 -1.22644 -4.89876 -0.1443
F 0.59408 -1.67118 -6.13950 0.1044
C -0.33540 -0.04079 -4.70985 -0.1461
F -0.73251 0.67286 -5.77615 0.1022
```



- The highest molecular weight belongs to which entry?
  C24H42F6O30PS6



- Among the records above, which one has the highest molecular weight?
  C24H42F6O30PS6